(1)
Here is a cluster of 2 separate species, C3H7FSi in total from the Open Molecules 2025 dataset. Energies are from ωB97M-V/def2-TZVPD.

Atoms and positions in Å:
C 2.12 1.26 -1.14
C 1.44 0.13 -1.40
C -1.39 -1.32 1.48
F -2.61 -1.44 2.10
Si -1.39 0.01 0.02
H 3.08 1.45 -1.65
H 2.04 2.07 -0.33
H 1.67 -0.54 -2.12
H -1.02 -2.29 1.17
H -0.72 -0.83 2.22
H -2.18 0.36 -1.20
H -1.05 1.15 0.84

The calculation puts the HOMO energy (spin up / spin down) at -8.72 / -7.77 eV.

Atomic partial charges in e from the Mulliken method, atoms 1 to 6:
1 C -0.441
2 C -0.489
3 C -0.234
4 F -0.270
5 Si 0.388
6 H 0.241

---

(2)
Here is a structure of composition C39H76B2BeBr3F13MgN7O11P2S2 from the Open Molecules 2025 dataset. Energies are from ωB97M-V/def2-TZVPD.

Atoms and positions in Å:
C -1.59 -3.74 -4.97
C -0.46 -2.65 -4.90
C 0.81 -3.10 -4.11
C 1.19 -2.35 -2.79
C 2.74 -2.15 -2.78
N 0.46 -1.09 -2.49
C -0.39 -0.94 -1.51
N -0.75 -1.95 -0.68
C -1.57 -3.03 -1.23
C -0.89 -1.71 0.76
C 0.30 -2.59 1.49
C 1.74 -2.12 1.28
C 2.84 -3.17 1.60
C 4.12 -2.50 2.12
O 3.87 -1.64 3.26
C 4.68 -0.54 3.17
O 4.39 0.38 2.51
C -1.15 -0.18 1.26
C -2.76 -0.10 1.48
C -3.43 -0.78 2.76
O -4.23 -0.29 3.40
B -0.50 0.26 2.70
O -0.45 -0.52 3.89
N 0.09 1.60 2.92
C 1.43 1.48 3.54
C -0.76 2.35 3.90
C -0.66 0.78 0.10
Br 1.38 0.95 0.15
B -1.10 2.34 0.20
C -0.65 3.34 -0.97
O -1.79 2.92 1.27
N -0.95 0.35 -1.26
C -2.27 0.62 -1.81
S -2.81 -0.54 -3.14
C -4.58 -0.85 -2.77
C -5.10 -2.04 -3.63
S 0.78 0.29 -3.48
O -0.44 0.98 -3.64
O 1.31 -0.11 -4.72
F 1.93 1.16 -2.83
H -2.56 -3.27 -5.22
H -1.36 -4.41 -5.81
H -1.66 -4.35 -4.06
H -0.88 -1.68 -4.63
H -0.14 -2.55 -5.95
H 1.67 -3.00 -4.78
H 0.73 -4.17 -3.91
H 1.05 -3.10 -1.98
H 3.14 -3.11 -3.15
H 3.07 -2.04 -1.74
H 3.08 -1.36 -3.46
H -2.64 -2.98 -0.95
H -1.47 -3.01 -2.32
H -1.19 -3.99 -0.83
H -1.83 -2.33 1.03
H 0.23 -3.57 0.98
H 0.10 -2.91 2.65
H 1.85 -1.82 0.22
H 1.96 -1.20 1.85
H 3.07 -3.73 0.69
H 2.44 -3.83 2.39
H 4.78 -3.31 2.47
H 4.67 -1.96 1.34
H 5.64 -0.57 3.72
H -3.17 0.91 1.44
H -3.18 -0.65 0.61
H -3.06 -1.90 3.12
H -1.17 -0.29 4.49
H 1.41 1.10 4.58
H 2.10 0.83 2.96
H 1.88 2.49 3.58
H -1.04 3.32 3.49
H -1.72 1.79 4.02
H -0.30 2.42 4.89
H -1.34 4.19 -1.05
H 0.32 3.74 -0.63
H -0.49 2.84 -1.93
H -2.65 3.21 0.93
H -3.12 0.71 -1.11
H -2.22 1.59 -2.34
H -5.14 0.08 -2.93
H -4.66 -1.08 -1.69
H -5.79 -1.65 -4.41
H -5.62 -2.73 -2.96
H -4.23 -2.57 -4.04
F 2.13 -5.45 -6.27
P 3.64 -5.81 -5.69
F 2.96 -7.21 -5.16
F 4.99 -5.14 -5.06
F 3.10 -5.16 -4.27
F 3.95 -4.95 -7.04
F 4.62 -6.95 -6.32
N -7.72 -1.53 -5.94
H -8.37 -1.55 -6.73
H -8.23 -1.26 -5.09
H -7.29 -2.45 -5.81
H -6.98 -0.84 -6.12
Br -1.51 -2.57 2.84
C -1.23 -10.30 -2.00
C 0.11 -9.96 -1.83
C 0.51 -8.65 -1.98
C -0.43 -7.68 -2.29
C -1.76 -8.00 -2.46
C -2.16 -9.32 -2.32
N 0.00 -6.29 -2.42
O 1.18 -6.04 -2.28
O -0.85 -5.43 -2.66
H -1.55 -11.33 -1.88
H 0.83 -10.73 -1.59
H 1.56 -8.39 -1.85
H -2.49 -7.24 -2.71
H -3.20 -9.58 -2.45
Mg 3.66 2.52 0.84
C 3.44 4.99 5.00
C 3.15 4.71 6.49
C 4.18 5.46 7.36
C 4.03 6.97 7.41
C 2.59 7.45 7.19
C 1.51 6.41 7.52
N 1.78 5.19 6.73
O 0.95 4.32 6.89
C 0.18 7.02 7.07
C 1.44 6.15 9.01
C 3.38 3.22 6.73
H 2.74 4.44 4.36
H 4.45 4.68 4.74
H 3.35 6.04 4.76
H 4.13 5.08 8.39
H 5.19 5.22 7.02
H 4.40 7.33 8.37
H 4.69 7.44 6.62
H 2.43 8.36 7.76
H 2.49 7.75 6.14
H 0.16 7.16 5.99
H 0.03 8.00 7.53
H -0.67 6.40 7.34
H 1.23 7.07 9.55
H 2.37 5.74 9.41
H 0.63 5.44 9.23
H 4.41 2.96 6.49
H 2.74 2.59 6.11
H 3.21 2.95 7.78
Br 6.05 7.39 5.14
F -3.24 2.53 -6.89
P -2.34 3.18 -5.68
F -1.07 2.35 -6.29
F -2.45 3.70 -4.11
F -2.70 1.81 -4.82
F -3.43 4.36 -6.03
F -1.19 4.33 -5.87
C -3.16 6.74 -8.88
O -3.82 5.56 -9.34
H -3.18 7.48 -9.68
H -3.68 7.13 -8.01
H -2.12 6.51 -8.63
H -3.79 4.92 -8.62
Be 0.72 3.55 9.68

The charge is +1. The calculation puts the HOMO energy at -8.25 eV.

Atomic partial charges in e from the Mulliken method, atoms 1 to 6:
1 C -0.991
2 C -0.160
3 C -0.358
4 C 0.560
5 C -1.270
6 N 1.652

---

(3)
Here is a cluster of 2 separate species, C5H14 in total from the Open Molecules 2025 dataset. Energies are from ωB97M-V/def2-TZVPD.

Atoms and positions in Å:
C 1.03 -2.45 0.52
C 1.99 -1.37 -0.02
H 1.16 -3.38 -0.02
H 1.16 -2.49 1.60
H -0.01 -2.14 0.43
H 2.26 -0.60 0.69
H 1.55 -0.86 -0.88
H 2.88 -1.85 -0.46
C -0.54 1.21 0.00
C -1.34 2.26 0.78
C -1.30 0.61 -1.19
H 0.35 1.67 -0.43
H -0.31 0.37 0.65
H -0.82 2.60 1.68
H -2.36 1.99 1.03
H -2.09 -0.07 -0.86
H -1.70 1.27 -1.97
H -1.38 3.17 0.18
H -0.55 0.05 -1.75

As for the structure (SMILES): CCC.CC. The calculation puts the HOMO energy at -11.47 eV.

Atomic partial charges in e from the Mulliken method, atoms 1 to 6:
1 C -0.775
2 C -0.763
3 H 0.343
4 H 0.248
5 H 0.201
6 H 0.284

---

(4)
Here is a cluster of 7 separate species, C5H25NO7 in total from the Open Molecules 2025 dataset. Energies are from ωB97M-V/def2-TZVPD.

Atoms and positions in Å:
C -1.31 0.04 1.10
N -0.35 0.88 0.35
C 0.98 0.88 0.91
C 1.73 -0.24 0.30
C 3.23 -0.39 0.53
O 1.27 -1.56 0.56
C -2.62 -0.13 0.28
H -0.88 -0.98 1.36
H -1.55 0.51 2.07
H -0.70 1.86 0.29
H 1.01 0.92 1.96
H 1.45 1.75 0.44
H 1.47 -0.14 -0.82
H 3.71 -0.06 1.34
H 3.78 0.09 -0.33
H 3.26 -1.47 0.28
H 1.12 -1.81 1.47
H -3.50 0.21 0.89
H -2.74 0.66 -0.55
H -2.95 -1.05 -0.22
H -0.25 -2.09 -1.89
H -0.04 -1.09 -2.91
O -0.04 -2.02 -2.82
H -0.04 1.15 -3.32
H -1.50 1.40 -2.88
O -0.87 1.36 -3.63
H -2.88 3.26 0.10
H -1.99 3.69 -0.90
O -2.07 3.09 -0.18
H -1.80 -3.70 -0.39
H -1.57 -2.22 -0.60
O -2.06 -2.92 -0.12
H 2.81 1.61 -1.35
H 2.72 2.69 -0.56
O 2.98 2.45 -1.37
H 0.78 -1.97 3.73
H -0.74 -2.55 3.62
O 0.13 -2.12 3.26

As for the structure (SMILES): CCNC[C@@H](C)O.O.O.O.O.O.O. The calculation puts the HOMO energy at -8.84 eV.

Atomic partial charges in e from the Mulliken method, atoms 1 to 6:
1 C -0.117
2 N 0.048
3 C -0.280
4 C 0.837
5 C -1.514
6 O -0.574

---

(5)
Here is a structure of composition C40H47CrN7O4P2S2 from the Open Molecules 2025 dataset. Energies are from ωB97M-V/def2-TZVPD.

Atoms and positions in Å:
Cr -1.47 -0.22 -0.53
N -3.76 2.24 -1.45
N -4.84 1.51 -0.95
C -4.80 0.16 -0.93
N -5.97 -0.44 -0.73
N -3.62 -0.46 -1.13
N -3.81 -1.86 -1.45
O -3.32 -2.20 -2.48
O -4.39 -2.58 -0.66
H -3.69 3.11 -0.94
H -3.92 2.45 -2.44
H -5.75 1.95 -0.90
H -6.83 0.08 -0.80
H -6.02 -1.43 -0.59
S 0.84 -0.25 -0.05
C 1.49 1.30 -0.08
N 2.76 1.52 0.13
C 3.24 2.89 0.38
C 2.54 3.84 -0.54
N 1.08 3.66 -0.43
C 0.29 4.92 -0.51
C 0.57 5.76 0.71
C 1.19 7.00 0.57
C 1.44 7.78 1.70
C 1.10 7.31 2.96
C 0.48 6.07 3.09
C 0.22 5.30 1.97
C 0.56 2.48 -0.31
S -1.12 2.19 -0.43
C 3.76 0.44 0.36
C 4.21 0.42 1.79
C 5.52 0.75 2.12
C 5.95 0.71 3.44
C 5.06 0.35 4.44
C 3.75 0.02 4.12
C 3.32 0.05 2.80
H 4.31 2.91 0.21
H 3.06 3.14 1.43
H 2.82 3.68 -1.59
H 2.77 4.86 -0.27
H -0.76 4.66 -0.60
H 0.60 5.44 -1.42
H 1.45 7.38 -0.41
H 1.91 8.75 1.59
H 1.30 7.91 3.83
H 0.21 5.71 4.08
H -0.27 4.33 2.08
H 4.60 0.68 -0.30
H 3.33 -0.50 0.04
H 6.22 1.02 1.34
H 6.97 0.96 3.68
H 5.39 0.32 5.47
H 3.06 -0.27 4.91
H 2.30 -0.22 2.56
C -3.75 -1.84 2.71
P -2.79 -0.35 2.58
C -1.69 -0.27 3.98
C -3.88 1.05 2.67
O -1.97 -0.34 1.30
H -4.22 -1.89 3.70
H -3.09 -2.70 2.58
H -4.52 -1.86 1.94
H -2.26 -0.28 4.91
H -1.11 0.65 3.93
H -1.02 -1.13 3.96
H -4.43 1.05 3.61
H -4.60 1.00 1.85
H -3.30 1.96 2.59
O -1.16 -2.15 -0.58
P -0.37 -2.97 -1.65
C 1.08 -3.65 -0.84
C 1.97 -4.46 -1.55
C 3.08 -4.99 -0.92
C 3.30 -4.73 0.43
C 2.39 -3.97 1.15
C 1.28 -3.43 0.52
C -1.21 -4.35 -2.35
C -1.41 -5.47 -1.53
C -2.07 -6.58 -2.03
C -2.52 -6.58 -3.35
C -2.31 -5.48 -4.17
C -1.67 -4.36 -3.67
C 0.06 -1.81 -2.97
C -0.55 -0.55 -3.02
C -0.25 0.38 -3.99
C 0.70 0.06 -4.96
C 1.31 -1.19 -4.94
C 0.99 -2.11 -3.95
H 1.78 -4.72 -2.59
H 3.77 -5.61 -1.47
H 4.16 -5.15 0.92
H 2.54 -3.81 2.21
H 0.56 -2.85 1.08
H -1.04 -5.48 -0.51
H -2.23 -7.45 -1.40
H -3.03 -7.45 -3.74
H -2.66 -5.50 -5.19
H -1.52 -3.50 -4.31
H -1.40 -0.29 -2.39
H -0.76 1.34 -4.01
H 0.94 0.77 -5.74
H 2.04 -1.44 -5.70
H 1.47 -3.08 -3.97

Its expectation value of S² is 3.801. The charge is +3. The calculation puts the HOMO energy (spin up / spin down) at -15.61 / -15.61 eV. As for the spin multiplicity: 4.

Atomic partial charges in e from the Mulliken method, atoms 1 to 6:
1 Cr 1.108
2 N -0.516
3 N -0.253
4 C 0.457
5 N -0.357
6 N -0.104

---

(6)
Here is an isolated molecule of C2H3ClN4 from the Open Molecules 2025 dataset. Energies are from ωB97M-V/def2-TZVPD.

Atoms and positions in Å:
C 0.24 0.02 -1.59
C 0.43 0.08 -0.26
H -1.85 0.45 1.83
H -1.38 -1.13 1.93
H 0.82 0.30 -2.45
N -1.04 -0.19 1.70
N -0.75 -0.20 0.35
N -1.66 -0.39 -0.61
N -1.10 -0.23 -1.77
Cl 1.78 0.40 0.71

As for the structure (SMILES): Nn1nncc1Cl. The calculation puts the HOMO energy at -9.75 eV.

Atomic partial charges in e from the Mulliken method, atoms 1 to 6:
1 C -0.501
2 C 0.439
3 H 0.291
4 H 0.278
5 H 0.409
6 N -0.726

---

Number 1: electronic energy -13813.73622 eV. Number 2: electronic energy -367507.16136 eV. Number 3: electronic energy -5411.71170 eV. Number 4: electronic energy -21408.80518 eV. Number 5: electronic energy -129512.15525 eV. Number 6: electronic energy -20603.39400 eV.